# 1
# C52H65F30N3O20

13 unconnected molecules or ions with the total composition C52H65F30N3O20 (ωB97M-V with the def2-TZVPD basis set, OMol25).

HOMO level (eV): -8.0
DFT total energy (a.u.): -6685.5859
2S+1: 1

XYZ file:
```
170
Properties=species:S:1:pos:R:3:forces:R:3:lowdin_charge:R:1
N -4.635 -0.503 0.910 -0.4327 -0.4495 -0.1267 0.03
C -3.543 -0.858 0.157 -0.3622 0.4326 -0.3448 -0.13
C -3.839 -2.066 -0.427 0.4274 -0.7418 -0.0149 -0.12
C -5.114 -2.510 0.070 0.5309 0.6479 -0.6361 -0.11
C -5.596 -1.497 0.826 0.7094 0.8214 0.5217 -0.14
H -4.746 0.381 1.375 0.0096 -0.0567 0.0600 0.14
H -2.711 -0.152 0.051 -0.4321 -0.6121 -0.0189 0.10
H -3.209 -2.607 -1.129 -0.1037 0.1662 0.2829 0.09
H -5.674 -3.399 -0.127 0.1124 -0.3740 -0.2534 0.09
H -6.524 -1.433 1.336 -0.4994 0.1907 0.4438 0.10
N -2.917 -3.007 6.354 -0.3944 -1.9648 -1.2578 -0.02
C -2.611 -1.712 6.418 0.9155 1.4092 -0.5438 -0.16
C -2.440 -1.198 5.135 -1.4023 -2.3628 0.5116 -0.08
C -2.800 -2.295 4.270 0.3300 -0.7808 -0.4174 -0.10
C -3.026 -3.450 5.037 0.4175 2.2778 0.5798 -0.11
H -3.045 -3.686 7.076 0.1130 0.3518 0.6593 0.14
H -2.437 -1.233 7.353 -0.0218 0.2332 0.4779 0.10
H -2.196 -0.201 4.867 0.1230 0.5177 -0.1198 0.05
H -2.869 -2.258 3.178 0.1800 -0.0163 0.4724 0.08
H -3.150 -4.515 4.887 -0.2220 0.3487 -0.4634 0.10
N -2.868 4.024 6.857 2.3205 -0.4746 0.3326 0.00
C -1.561 3.578 6.444 -2.4716 1.9494 0.1825 -0.09
C -1.790 2.748 5.389 -0.1199 -1.1899 0.7855 -0.12
C -3.201 2.439 5.343 0.9572 1.8035 0.6715 -0.09
C -3.814 3.308 6.232 0.7195 -1.0690 -1.1345 -0.15
H -3.054 4.740 7.533 0.1081 -0.0683 0.1044 0.14
H -0.714 4.057 6.911 0.1418 -0.1900 -0.3526 0.10
H -0.998 2.283 4.828 -0.0562 -0.1988 -0.1265 0.07
H -3.641 1.691 4.753 -0.6177 -0.5582 -0.6985 0.07
H -4.831 3.474 6.444 -0.9811 0.0130 0.1837 0.10
C -0.585 -3.402 -0.158 1.2176 0.1387 -0.0465 -0.05
C 0.760 -3.780 0.413 0.3127 -1.7847 0.5056 -0.14
O 1.390 -4.771 -0.553 -0.1594 0.2314 1.1891 0.02
C 2.554 -5.326 -0.206 0.2779 2.4605 0.8809 -0.38
O 3.249 -5.064 0.757 -1.0585 -0.5828 -1.0820 0.15
C 3.013 -6.264 -1.301 1.5859 -1.2869 -0.9289 -0.54
F 3.193 -7.456 -0.750 -0.1259 -0.7151 0.4348 0.18
F 2.141 -6.391 -2.279 -0.3475 0.1753 -0.4472 0.19
F 4.232 -5.977 -1.882 -1.1840 0.6618 0.7293 0.13
H -0.395 -2.809 -1.059 -0.4505 -0.5767 -0.3123 0.07
H -1.062 -2.698 0.524 -0.3218 -0.3712 0.2432 0.07
H -1.115 -4.362 -0.280 -0.2807 0.8781 -0.2903 0.11
H 0.622 -4.291 1.402 0.3761 0.2664 -0.8843 0.14
H 1.493 -3.004 0.532 0.1379 0.5774 0.0377 0.09
C 3.404 -2.670 3.014 -0.8492 0.3335 0.3905 -0.07
C 4.259 -3.240 4.103 0.9894 -0.8083 -0.9761 -0.12
O 4.392 -4.715 3.821 0.7989 1.5893 0.1247 0.05
C 3.536 -5.497 4.383 -1.2734 0.6528 0.7054 -0.45
O 2.636 -5.194 5.132 0.4880 -0.3265 -0.3636 0.15
C 3.746 -6.928 3.953 -0.6273 -2.5362 -0.0958 -0.50
F 3.834 -7.713 5.076 0.1033 0.6678 -0.9541 0.13
F 2.677 -7.383 3.243 0.2450 0.5160 0.5867 0.14
F 4.797 -7.176 3.176 0.1852 0.3906 0.4932 0.17
H 2.417 -3.129 3.084 -0.0689 0.0345 -0.2956 0.08
H 3.821 -2.779 2.016 0.0832 -0.3174 0.0970 0.07
H 3.266 -1.607 3.190 -0.0047 0.2231 0.1064 0.07
H 3.919 -3.053 5.127 0.0205 -0.2347 -0.3748 0.12
H 5.283 -2.901 3.922 -0.1056 -0.0779 0.5658 0.13
C 6.898 2.139 -7.064 -0.3903 0.7364 0.9427 -0.06
C 6.909 1.380 -5.753 0.0003 -0.2498 -0.2961 -0.18
O 5.728 1.668 -4.929 -0.4302 -0.5645 -0.8004 0.03
C 4.666 0.875 -5.131 1.7354 -2.7568 -1.0205 -0.35
O 4.636 -0.167 -5.800 -0.1083 2.9411 1.4899 0.13
C 3.489 1.333 -4.281 -0.1188 -0.4460 0.5558 -0.56
F 3.805 1.524 -2.983 0.0270 -0.0316 -0.6706 0.16
F 3.013 2.456 -4.784 -0.3963 0.6851 -0.0523 0.19
F 2.535 0.400 -4.324 -0.1385 0.0318 0.1177 0.15
H 5.941 1.952 -7.562 0.3384 0.2901 -0.1799 0.09
H 7.724 1.796 -7.640 0.4863 -0.6542 -0.7333 0.07
H 7.135 3.203 -6.924 -0.6766 -0.1384 0.0327 0.09
H 7.759 1.631 -5.138 0.0866 0.2262 0.2866 0.12
H 6.983 0.323 -6.003 -0.4138 -0.0859 0.4339 0.12
C 0.046 0.135 -6.578 0.9156 -0.9230 -0.2267 -0.05
C -1.428 0.502 -6.642 1.1333 0.0234 -0.1373 -0.14
O -2.254 -0.452 -5.910 0.7804 4.1169 1.5344 0.06
C -2.492 -1.596 -6.329 1.1524 -3.9930 -3.9040 -0.46
O -2.181 -2.076 -7.426 -0.8910 0.8207 2.2461 0.14
C -3.172 -2.443 -5.265 -0.8735 -0.4522 2.0240 -0.51
F -2.580 -3.612 -5.028 0.2830 0.1586 -0.5021 0.18
F -3.236 -1.823 -4.032 0.0659 -0.1508 -1.1793 0.12
F -4.428 -2.695 -5.630 -0.2530 0.0425 -0.1847 0.17
H 0.204 -0.913 -6.812 -0.3067 -0.3189 -0.3381 0.07
H 0.543 0.203 -5.610 -0.4075 0.5733 0.1861 0.05
H 0.681 0.647 -7.328 -0.6612 0.1584 0.4311 0.10
H -1.698 0.571 -7.697 -0.5277 -0.0941 0.3058 0.14
H -1.559 1.437 -6.106 -0.4911 0.0370 -0.2053 0.11
C 3.879 -1.802 -1.193 -0.7294 0.4192 0.5510 -0.04
C 3.822 -2.393 -2.567 -0.0212 0.5268 -1.1175 -0.16
O 2.395 -2.619 -2.853 -0.2884 -0.3198 0.8400 0.03
C 2.077 -3.083 -4.037 1.9555 -0.1431 -1.2747 -0.41
O 2.863 -3.333 -4.916 -0.2957 -0.0582 0.2593 0.17
C 0.599 -3.269 -4.298 -1.7446 1.4151 1.2847 -0.51
F 0.305 -3.413 -5.574 0.2160 0.2520 0.1942 0.20
F 0.081 -4.279 -3.619 0.1346 -0.4766 0.0883 0.19
F -0.072 -2.127 -3.799 0.5986 -0.9792 -0.9609 0.08
H 3.328 -0.842 -1.074 0.5015 -0.5235 -0.3763 0.08
H 4.914 -1.671 -0.866 -0.1683 -0.0629 -0.0221 0.10
H 3.363 -2.507 -0.529 0.3999 0.0656 0.1387 0.05
H 4.438 -3.298 -2.647 -0.6626 -0.1053 -0.0048 0.13
H 4.153 -1.738 -3.385 0.1181 0.0100 0.3764 0.11
C -3.245 5.407 -3.078 -0.6346 -0.1154 1.6743 -0.03
C -4.142 5.790 -1.899 0.3071 -1.2484 0.4229 -0.12
O -4.108 4.755 -0.810 0.0091 0.3954 -0.4441 0.05
C -3.135 4.846 0.051 2.6161 2.5879 -1.3670 -0.41
O -2.217 5.673 0.051 -1.9581 -1.5455 0.0083 0.14
C -3.127 3.753 1.055 1.5301 -2.1290 2.6132 -0.49
F -4.331 3.328 1.409 -0.2615 0.0901 -0.0874 0.18
F -2.416 2.637 0.655 -0.7200 1.1295 -0.3510 0.12
F -2.471 4.162 2.183 -0.8365 -0.0736 -0.9298 0.13
H -3.527 6.073 -3.866 0.0504 0.2392 -0.7544 0.08
H -3.417 4.360 -3.332 0.0462 0.1450 -0.1861 0.08
H -2.234 5.576 -2.767 0.7399 -0.0298 -0.2223 0.06
H -5.164 5.669 -2.180 -0.7616 0.4771 -0.2138 0.11
H -3.912 6.751 -1.442 -0.0627 -0.0729 -0.1564 0.13
C 2.142 4.501 2.543 0.4984 -0.1282 0.3375 -0.05
C 0.855 4.932 1.901 -0.4078 -0.7172 -0.6182 -0.14
O 0.980 4.705 0.441 -0.4699 -0.0140 0.5004 0.03
C 1.697 5.529 -0.276 1.8118 0.6104 1.3024 -0.42
O 2.277 6.555 0.028 -1.1532 -1.0996 -0.0918 0.16
C 1.908 4.954 -1.652 -1.0347 -0.2315 -3.0976 -0.47
F 3.085 5.223 -2.207 -0.0351 0.2810 0.5901 0.18
F 1.736 3.618 -1.821 -0.2231 0.9100 0.6575 0.14
F 0.949 5.590 -2.446 0.7415 -0.7639 0.5995 0.10
H 2.182 4.859 3.579 -0.1359 -0.3364 -0.1156 0.09
H 2.921 5.045 2.029 0.4364 0.1531 -0.0779 0.07
H 2.403 3.429 2.483 -0.5520 0.4749 0.0706 0.08
H 0.699 5.986 2.053 -0.2174 0.3818 0.0443 0.12
H -0.049 4.355 2.176 0.6509 0.3855 -0.1321 0.11
C 4.132 0.152 9.512 0.1306 0.1921 -0.1019 -0.06
C 4.669 1.129 8.488 -0.5743 0.7467 -0.5686 -0.15
O 3.609 1.584 7.539 0.6047 -0.5526 0.6672 0.03
C 3.183 0.743 6.621 1.5110 -1.2681 0.1492 -0.41
O 3.562 -0.387 6.392 -0.4869 1.1144 0.4331 0.15
C 2.209 1.445 5.720 -1.0862 2.1284 -2.1206 -0.48
F 2.761 1.614 4.460 -0.2788 -0.3633 1.4296 0.12
F 1.065 0.794 5.545 0.3269 -0.0697 0.3365 0.17
F 1.918 2.712 6.161 0.1027 -1.2548 -0.3609 0.12
H 4.883 0.119 10.304 -0.1784 -0.1288 0.1389 0.08
H 4.093 -0.819 9.040 -0.2856 -0.3290 0.1425 0.07
H 3.146 0.427 9.943 0.6964 -0.0204 -0.3816 0.10
H 5.507 0.724 7.897 -0.4411 0.0454 0.2369 0.13
H 4.971 2.085 8.930 -0.0464 -0.3074 -0.0763 0.12
C -7.626 -0.656 -2.446 0.0589 1.2770 1.2912 -0.06
C -6.380 -1.162 -2.996 1.0278 -0.7935 -1.5773 -0.16
O -6.100 -0.357 -4.230 -1.1328 -1.6526 0.0923 0.05
C -5.310 0.645 -4.184 2.4830 0.9317 1.9409 -0.43
O -4.656 1.056 -3.229 -1.1514 -0.3333 -1.4987 0.12
C -5.177 1.281 -5.573 -1.2264 0.8561 -1.4111 -0.49
F -5.283 0.383 -6.577 0.5355 0.2354 0.6284 0.16
F -6.224 2.148 -5.777 0.6307 -0.4219 0.4629 0.13
F -4.060 1.990 -5.731 -0.1748 -0.4196 0.2182 0.16
H -7.388 0.375 -2.192 -0.4633 0.2660 0.4616 0.09
H -7.872 -1.206 -1.544 -0.2209 -0.0151 0.1258 0.09
H -8.425 -0.630 -3.142 -0.7826 -0.3097 -0.6412 0.08
H -6.496 -2.203 -3.343 0.4564 0.5301 -0.1059 0.14
H -5.532 -1.055 -2.332 0.1232 -0.0723 0.0838 0.10
C -1.103 1.611 -2.572 -0.1704 -0.5929 1.6928 -0.02
C 0.050 0.795 -1.987 0.0989 -0.4992 -0.1570 -0.14
O -0.223 0.624 -0.549 -0.9660 -0.1060 -1.0410 0.04
C 0.736 0.596 0.303 2.4466 0.7925 0.0074 -0.42
O 1.925 0.826 0.141 -1.5306 -0.6270 0.0293 0.14
C 0.218 0.409 1.715 -0.3532 0.5134 2.8444 -0.45
F 1.042 -0.397 2.448 -0.8802 0.7240 -0.9320 0.14
F 0.229 1.656 2.313 0.2632 -1.0140 -0.5446 0.12
F -1.050 -0.025 1.882 1.0066 -0.1142 -0.6103 0.14
H -0.992 2.615 -2.123 -0.1923 -0.0637 -1.0666 0.09
H -2.092 1.232 -2.233 0.6501 -0.0209 -0.0078 0.08
H -1.127 1.456 -3.641 0.2758 0.7648 -0.3646 0.07
H 1.047 1.257 -2.123 -0.6530 -0.1296 0.2166 0.10
H 0.089 -0.233 -2.377 -0.0247 0.3691 0.0315 0.11
```
Positions in Å, forces in eV/Å.

---

# 2
# H22O11

11 unconnected molecules or ions with the total composition H22O11 (ωB97M-V with the def2-TZVPD basis set, OMol25).

HOMO level (eV): -9.7
SMILES string: O.O.O.O.O.O.O.O.O.O.O
DFT total energy (a.u.): -840.7197
2S+1: 1
Energy above the lowest of the compared OMol25 structures with the same formula, charge and spin (kcal per mole): 100.65

XYZ file:
```
33
Properties=species:S:1:pos:R:3:forces:R:3:nbo_charge:R:1
O -41.190 -17.736 23.984 2.9467 0.8375 6.7599 -0.96
H -41.733 -17.719 23.300 -4.0650 0.1606 -4.6354 0.45
H -41.697 -17.431 24.835 1.0688 -1.2139 -2.6080 0.49
O -39.176 -16.053 26.975 -0.9742 -1.4506 1.1562 -0.99
H -38.275 -15.811 26.874 0.6215 0.8175 -0.5569 0.47
H -39.864 -15.508 26.567 1.6183 -0.1764 -0.3123 0.48
O -39.851 -11.913 24.372 0.0920 0.4727 0.3562 -1.00
H -40.459 -11.926 25.130 0.4103 0.0723 -0.3550 0.46
H -40.182 -12.671 23.818 1.2005 1.0735 1.0330 0.48
O -40.184 -12.988 28.081 -1.4992 2.3075 1.3051 -0.94
H -39.334 -12.557 28.223 0.4303 -0.3802 -0.3544 0.48
H -40.771 -12.278 28.523 1.0549 -1.9677 -1.0013 0.46
O -44.165 -14.411 26.664 -1.6333 -2.4878 -1.0531 -0.98
H -44.706 -13.610 26.614 -0.4998 -0.6463 0.3515 0.50
H -44.722 -15.287 26.655 1.0447 2.8468 0.2210 0.52
O -43.043 -13.994 28.814 0.5837 0.5617 2.2691 -0.93
H -43.146 -13.074 28.590 -0.0544 0.3477 0.0504 0.44
H -43.077 -14.436 27.990 0.0004 -0.5946 -1.0298 0.48
O -41.140 -13.604 23.387 0.9338 -3.8706 -0.5178 -0.92
H -41.388 -14.527 23.184 0.1311 0.5925 0.1908 0.51
H -41.836 -13.050 23.199 -2.5528 1.7375 -0.8841 0.47
O -42.562 -11.758 25.768 0.2654 0.1812 0.1847 -0.95
H -42.871 -11.503 26.655 -0.2557 -0.4684 -0.8331 0.48
H -43.133 -12.387 25.304 -0.0941 0.2738 0.6517 0.47
O -41.076 -14.835 25.952 -1.2358 -0.1106 -0.4271 -0.96
H -41.870 -14.451 25.606 -0.8009 -0.2010 -1.5502 0.49
H -41.061 -14.265 26.700 1.0655 1.1067 1.9284 0.50
O -42.281 -17.448 26.491 1.6745 -1.4376 -2.2105 -0.94
H -42.977 -17.351 27.061 -2.6298 0.2700 2.2792 0.46
H -41.761 -16.666 26.537 0.9862 1.3454 0.3686 0.49
O -43.761 -14.898 24.123 0.5636 -0.0738 -2.1341 -0.97
H -44.219 -14.385 23.438 0.0338 -0.3382 0.4438 0.47
H -44.113 -14.683 24.970 -0.4308 0.4128 0.9134 0.47
```
Positions in Å, forces in eV/Å.

---

# 3
# C8H8BrN2

A gas-phase ion, C8H8BrN2 (charge +1) (ωB97M-V with the def2-TZVPD basis set, OMol25).

HOMO level (eV): -11.9
Charge: +1
DFT total energy (a.u.): -2992.7673
2S+1: 1
Energy above the lowest of the compared OMol25 structures with the same formula, charge and spin (kcal per mole): 81.28

XYZ file:
```
19
Properties=species:S:1:pos:R:3:forces:R:3:nbo_charge:R:1
C -0.269 -0.736 0.737 1.6076 0.9767 1.2272 -0.23
C 0.604 0.276 0.537 -1.7783 -2.2003 -1.7152 -0.10
C 2.084 2.375 -1.859 -0.2159 -1.2411 -1.7861 -0.06
C 1.412 1.453 -2.661 0.5459 1.9276 -0.2445 -0.07
C -1.214 -1.571 0.046 0.1461 2.4516 -1.7816 -0.17
C 1.040 0.856 -0.673 0.3234 0.9388 1.1875 0.25
C -1.370 -1.391 -1.222 -0.7160 -0.5576 -1.5540 0.26
C -2.121 -2.251 0.983 1.0577 -2.6486 0.1466 -0.59
N 1.866 1.926 -0.601 0.8111 1.7966 0.7838 -0.47
N 0.748 0.584 -1.896 -1.1347 -1.9157 -1.2852 -0.45
Br -1.777 -1.344 -2.943 0.3689 -0.0956 1.2114 0.50
H -0.355 -1.020 1.753 0.1285 -0.0071 1.1168 0.23
H 1.040 0.647 1.394 0.9018 0.7411 1.8185 0.23
H 2.699 3.140 -2.326 0.0105 0.1506 1.1884 0.25
H 1.377 1.565 -3.740 -0.2030 -0.5739 0.2179 0.22
H -2.825 -2.843 0.452 -0.6325 -0.7888 -0.4114 0.24
H -1.349 -2.970 1.473 -1.8527 1.1739 0.0354 0.27
H -2.709 -1.580 1.592 0.5511 0.2746 0.4932 0.27
H 2.084 2.425 0.267 0.0805 -0.4029 -0.6488 0.43
```
Positions in Å, forces in eV/Å.